[1]
A molecular structure, C10H18Cl6MgO4, computed with ωB97M-V/def2-TZVPD.

XYZ file:
```
39
Properties=species:S:1:pos:R:3:forces:R:3:nbo_charge:R:1
Mg 0.495 2.235 1.109 -1.606 -0.098 2.138 1.82
C -3.014 2.009 2.696 -0.480 -0.554 -0.272 -0.73
C -1.917 2.946 3.033 -0.813 2.737 1.630 0.77
O -2.059 3.955 3.708 -1.948 0.050 0.764 -0.66
O -0.762 2.777 2.591 5.064 -2.400 -3.846 -1.00
H -3.717 2.545 2.057 -0.197 0.011 0.132 0.24
H -3.521 1.688 3.606 -0.085 0.071 -0.124 0.24
H -2.665 1.142 2.136 0.086 -0.049 0.124 0.20
C 0.323 -1.521 0.140 0.899 -0.197 -0.225 -0.73
C 0.466 -0.070 0.521 -0.917 -3.193 -0.426 0.79
O 1.402 0.403 1.109 6.233 0.727 2.788 -0.83
O -0.402 0.731 0.280 -5.754 2.417 -3.161 -0.85
H 0.685 -2.198 0.913 -0.594 0.193 0.405 0.24
H 1.085 -1.722 -0.613 -0.094 0.181 -0.498 0.23
H -0.658 -1.772 -0.264 0.144 0.094 0.294 0.24
Cl -3.877 3.787 -1.675 0.419 -0.762 0.187 -0.08
C -3.707 2.037 -2.155 -0.201 0.226 0.191 -0.36
C -3.895 1.019 -1.034 -0.308 0.412 -0.793 -0.41
Cl -5.503 1.167 -0.326 -0.327 0.206 0.636 -0.05
H -2.700 1.863 -2.534 -0.098 0.358 -0.293 0.21
H -4.475 1.965 -2.926 0.289 -0.447 0.019 0.22
H -3.084 1.093 -0.310 -0.317 -0.069 0.189 0.23
H -3.954 0.026 -1.480 0.621 0.044 -0.087 0.22
Cl 3.137 -4.851 3.085 -0.109 -0.123 0.862 -0.02
C 3.127 -4.298 1.439 0.739 1.479 -1.230 -0.42
C 3.409 -2.735 1.319 -0.048 -1.229 0.950 -0.37
Cl 5.072 -2.338 1.917 -0.465 -0.214 -0.423 -0.06
H 2.186 -4.599 0.980 -0.090 0.364 0.043 0.22
H 3.916 -4.845 0.922 0.009 0.154 -0.044 0.22
H 2.758 -2.181 1.995 -0.098 -0.102 -0.174 0.23
H 3.299 -2.342 0.308 0.133 -0.291 0.031 0.21
Cl 2.030 2.318 -2.620 0.094 0.467 -0.352 -0.06
C 1.674 0.622 -3.000 -0.888 -0.757 1.367 -0.39
C 2.857 -0.254 -2.602 -0.739 -0.266 -0.302 -0.42
Cl 4.072 -0.242 -3.857 0.961 0.338 -0.456 -0.03
H 1.207 0.466 -3.972 0.838 0.292 -0.294 0.24
H 0.845 0.419 -2.322 0.031 -0.294 0.223 0.22
H 2.624 -1.317 -2.541 -0.602 0.163 0.220 0.22
H 3.240 0.072 -1.635 0.217 0.058 -0.193 0.23
```
Positions in Å, forces in eV/Å.

Results
HOMO level   -8.521 eV
LUMO energy   -0.0619 Ha
Total charge   0
HOMO-LUMO gap   0.251 Ha
ΔE to the lowest compared entry with this formula, charge and spin   2.2845 eV
Molar mass   439.3 g/mol
2S+1   1

---

[2]
A molecular structure, C2H6N3P, computed with ωB97M-V/def2-TZVPD.

XYZ file:
```
12
Properties=species:S:1:pos:R:3:forces:R:3:nbo_charge:R:1
C 0.807 -0.916 -0.341 1.406 -2.582 0.666 0.11
C 1.259 0.228 0.405 2.105 3.701 -2.046 -0.31
N -0.349 -1.330 -0.106 -1.457 -0.333 0.101 -0.69
N 0.078 1.087 0.748 0.972 -1.679 0.703 -0.91
N -1.866 0.428 -0.879 2.235 -0.991 -0.418 -1.12
P -1.273 -0.039 0.657 0.432 0.534 -0.554 1.19
H 1.581 -1.626 -0.753 -0.781 0.904 -0.163 0.19
H 1.870 -0.149 1.192 0.171 -0.215 1.275 0.21
H 2.066 0.756 -0.247 -1.393 -0.234 0.935 0.20
H 0.194 1.503 1.679 -0.116 -0.320 -0.491 0.39
H -1.546 -0.326 -1.524 -0.509 1.057 0.298 0.39
H -2.821 0.384 -0.830 -3.064 0.157 -0.306 0.37
```
Positions in Å, forces in eV/Å.

Results
HOMO level   -8.851 eV
LUMO energy   0.0355 Ha
Total charge   0
HOMO-LUMO gap   0.361 Ha
ΔE to the lowest compared entry with this formula, charge and spin   0.0261 eV
Molar mass   103.1 g/mol
2S+1   1

---

[3]
2 unconnected molecules or ions with the total composition H2O4P2, computed with ωB97M-V/def2-TZVPD.

XYZ file:
```
8
Properties=species:S:1:pos:R:3:forces:R:3:nbo_charge:R:1
O -0.890 -1.594 -1.396 0.690 0.241 0.459 -1.12
O -0.033 1.765 1.223 0.477 0.305 1.181 -1.15
O -1.573 -1.671 1.036 0.239 0.360 0.730 -1.12
O -0.723 1.682 -1.241 0.824 -0.371 0.431 -1.17
P -0.700 -1.078 -0.003 -0.157 -0.351 -1.261 1.74
P 0.124 1.158 -0.102 -1.414 0.072 -1.764 1.78
H 2.335 -1.186 1.034 -0.297 -0.091 -0.228 -0.85
H 1.461 0.924 -0.551 -0.362 -0.165 0.451 -0.11
```
Positions in Å, forces in eV/Å.

Results
HOMO level   1.279 eV
LUMO energy   0.2588 Ha
Total charge   -2
HOMO-LUMO gap   0.212 Ha
ΔE to the lowest compared entry with this formula, charge and spin   2.1104 eV
Molar mass   128.0 g/mol
2S+1   1

---

[4]
A molecular structure, C46H60CaF7N2OP2, computed with ωB97M-V/def2-TZVPD.

XYZ file:
```
119
Properties=species:S:1:pos:R:3:forces:R:3:mulliken_charge:R:1
Ca -0.518 0.418 -0.038 -0.066 -0.082 -0.076 2.56
C 5.897 0.341 -2.138 0.008 0.009 0.000 -1.60
C 5.153 -0.097 -0.882 0.002 -0.002 -0.006 0.33
C 5.159 1.016 0.164 -0.005 0.000 0.010 -1.56
P 3.394 -0.685 -1.120 0.007 -0.008 0.010 0.65
C 3.575 -1.890 -2.526 0.008 0.002 -0.010 0.66
C 2.187 -2.356 -2.969 0.011 -0.001 0.011 -1.35
C 4.405 -3.081 -2.047 0.003 0.000 -0.005 -1.75
C 2.651 0.776 -1.958 -0.024 -0.024 -0.009 0.28
C 2.759 1.021 -3.329 -0.003 0.008 -0.008 0.40
C 2.175 2.127 -3.925 0.009 -0.005 -0.008 -1.15
C 1.450 3.016 -3.138 0.000 0.006 0.006 -0.97
C 1.325 2.796 -1.781 -0.020 -0.003 -0.021 0.26
C 1.923 1.685 -1.157 -0.060 -0.029 0.055 -1.74
N 1.686 1.391 0.186 0.114 0.020 -0.009 0.88
C 1.896 2.333 1.149 -0.019 0.017 0.012 -0.58
C 2.582 3.554 0.949 0.018 -0.012 -0.007 -0.41
C 2.800 4.440 1.985 0.009 0.002 0.000 -1.02
C 2.355 4.165 3.274 0.002 0.003 -0.007 -1.16
C 1.697 2.965 3.498 -0.017 -0.001 0.014 -0.52
C 1.460 2.051 2.479 0.006 0.000 0.004 1.02
P 0.620 0.451 2.677 -0.054 0.060 0.024 1.15
C -0.289 0.432 4.297 -0.001 0.004 -0.001 0.17
C -1.355 1.530 4.272 -0.012 -0.039 -0.031 -1.29
C 0.467 0.407 5.625 0.007 0.031 0.008 -1.48
C 2.030 -0.749 2.807 0.011 -0.010 -0.006 2.35
C 1.524 -2.128 3.230 0.018 0.005 0.016 -1.48
C 3.230 -0.299 3.635 0.008 0.000 -0.025 -1.63
H 6.910 0.665 -1.884 0.003 0.001 -0.002 0.51
H 5.982 -0.462 -2.873 0.002 0.001 0.000 0.31
H 5.388 1.183 -2.612 0.009 -0.004 0.005 0.24
H 5.661 -0.968 -0.452 -0.001 0.006 0.002 0.72
H 4.669 1.912 -0.221 -0.019 0.020 -0.007 0.25
H 4.627 0.723 1.071 -0.008 -0.008 0.014 0.19
H 6.184 1.285 0.432 -0.003 0.000 0.000 0.60
H 4.088 -1.438 -3.379 -0.007 -0.005 0.000 0.44
H 1.651 -2.823 -2.139 0.022 0.009 -0.035 0.05
H 1.577 -1.529 -3.335 0.013 0.007 -0.009 0.02
H 2.268 -3.096 -3.770 -0.001 0.002 -0.003 0.62
H 3.961 -3.522 -1.150 -0.001 -0.002 0.000 0.23
H 4.441 -3.856 -2.818 0.001 -0.001 0.001 0.49
H 5.432 -2.798 -1.810 -0.002 -0.002 -0.001 0.38
H 3.311 0.330 -3.954 -0.005 -0.005 0.003 0.25
H 2.272 2.286 -4.992 -0.002 0.000 0.000 0.42
H 0.959 3.871 -3.588 0.001 0.000 0.000 0.39
H 0.734 3.468 -1.172 -0.033 0.029 0.017 0.56
H 2.944 3.799 -0.041 0.002 -0.003 -0.001 0.44
H 3.329 5.365 1.782 -0.001 0.000 0.000 0.37
H 2.518 4.865 4.083 -0.001 0.000 0.000 0.41
H 1.360 2.741 4.501 0.000 0.019 -0.030 0.04
H -0.823 -0.524 4.219 0.016 -0.009 0.007 0.34
H -0.912 2.523 4.349 0.011 0.017 0.000 0.25
H -1.933 1.506 3.347 0.039 -0.011 0.047 0.03
H -2.049 1.402 5.107 0.002 -0.003 0.004 0.49
H 1.066 1.303 5.787 -0.009 -0.036 0.003 0.14
H -0.254 0.344 6.447 0.002 0.005 0.001 0.50
H 1.129 -0.453 5.703 0.003 -0.014 -0.001 0.32
H 2.352 -0.811 1.762 -0.018 -0.011 0.006 -1.53
H 1.250 -2.149 4.287 -0.004 0.004 0.005 0.29
H 0.654 -2.438 2.650 -0.012 -0.001 -0.017 0.21
H 2.306 -2.878 3.081 -0.002 -0.001 -0.001 0.46
H 3.004 -0.249 4.701 -0.004 -0.001 0.013 0.25
H 4.054 -1.008 3.505 -0.001 0.000 -0.001 0.49
H 3.580 0.686 3.324 0.001 0.000 -0.008 0.35
C -3.997 -0.470 1.955 0.056 -0.046 -0.023 -1.13
C -3.972 -1.736 1.094 -0.003 -0.006 0.003 1.31
C -4.976 -2.770 1.601 0.004 0.003 -0.005 -1.82
C -4.182 -1.370 -0.364 0.006 -0.006 0.005 0.37
C -5.455 -1.062 -0.830 -0.003 -0.035 -0.006 -0.11
C -5.657 -0.644 -2.135 -0.001 -0.004 0.000 -1.49
C -4.567 -0.523 -2.981 -0.006 0.004 -0.003 -0.89
C -3.276 -0.818 -2.554 0.000 -0.009 0.000 0.86
C -2.143 -0.672 -3.558 0.001 -0.010 0.012 0.02
C -1.618 -2.031 -4.028 0.002 0.006 0.001 -1.39
C -0.981 0.223 -3.113 0.003 -0.016 -0.034 0.01
C -3.078 -1.256 -1.231 -0.003 0.042 -0.004 -1.07
N -1.772 -1.486 -0.756 -0.008 0.055 -0.014 2.75
C -1.367 -2.765 -0.610 -0.006 0.043 0.014 -0.93
C -2.083 -3.945 -0.912 0.006 -0.008 0.017 -0.52
C -1.521 -5.201 -0.722 -0.004 0.001 -0.002 -0.93
C -0.235 -5.363 -0.228 0.012 0.004 0.007 -0.86
C 0.506 -4.219 0.082 -0.009 -0.015 0.007 -0.73
C -0.069 -2.995 -0.114 -0.027 -0.006 0.028 -0.70
F 0.656 -1.863 0.179 -0.013 0.032 0.002 1.40
H -3.770 -0.700 3.000 -0.003 -0.003 0.004 0.56
H -4.982 0.006 1.920 0.002 -0.002 0.004 0.25
H -3.270 0.264 1.597 -0.032 -0.056 0.014 -0.30
H -2.978 -2.172 1.185 0.005 -0.017 -0.002 -0.11
H -5.998 -2.384 1.590 -0.003 0.000 0.009 0.32
H -4.742 -3.047 2.632 0.001 0.000 -0.001 0.41
H -4.947 -3.674 0.991 -0.004 -0.002 -0.004 0.40
H -6.302 -1.132 -0.156 -0.005 -0.002 -0.003 0.28
H -6.652 -0.398 -2.484 -0.002 -0.004 0.001 0.35
H -4.715 -0.181 -4.001 -0.001 0.000 0.000 0.37
H -2.595 -0.181 -4.426 0.003 -0.006 -0.005 0.74
H -1.152 -2.572 -3.204 -0.001 -0.003 -0.005 0.08
H -0.869 -1.898 -4.813 0.001 -0.001 -0.002 0.45
H -2.426 -2.650 -4.424 -0.001 0.001 0.001 0.36
H -0.254 -0.355 -2.537 -0.013 0.022 0.014 -0.93
H -1.334 1.084 -2.539 -0.021 0.039 0.015 -0.16
H -0.443 0.613 -3.980 -0.004 -0.007 -0.002 0.83
H -3.086 -3.853 -1.310 -0.004 0.002 0.002 0.56
H -2.110 -6.077 -0.972 0.000 0.002 -0.001 0.38
H 0.191 -6.346 -0.085 0.000 0.000 0.000 0.40
H 1.516 -4.271 0.468 0.002 0.001 0.000 0.47
C -4.298 2.383 -0.596 -0.004 0.007 -0.008 -1.66
C -2.929 2.934 -0.175 -0.076 -0.036 -0.021 0.44
O -1.976 1.982 -0.157 0.162 -0.014 0.067 -0.80
C -2.540 4.054 -1.176 0.035 0.006 -0.003 0.11
F -1.448 4.743 -0.799 0.017 -0.040 -0.026 -0.26
F -2.270 3.522 -2.383 0.009 -0.003 0.043 -0.25
F -3.518 4.966 -1.375 0.016 -0.031 0.001 -0.33
C -3.057 3.549 1.241 -0.007 0.032 -0.023 0.24
F -3.868 4.632 1.282 0.031 -0.036 0.030 -0.33
F -3.591 2.644 2.090 -0.010 0.128 -0.025 -0.27
F -1.881 3.918 1.758 -0.050 0.002 0.005 -0.23
H -4.215 1.993 -1.609 -0.003 0.004 0.006 0.42
H -5.089 3.133 -0.553 -0.003 0.001 -0.002 0.40
H -4.544 1.550 0.059 -0.001 0.032 -0.036 0.17
```
Positions in Å, forces in eV/Å.

Results
HOMO level   -4.280 eV
LUMO energy   0.0955 Ha
Total charge   -1
HOMO-LUMO gap   0.253 Ha
ΔE to the lowest compared entry with this formula, charge and spin   0.0000 eV
Molar mass   892.0 g/mol
2S+1   1

---

> Number 1 is which compound?

C10H18Cl6MgO4

---

Copy entry 1 word for word.
A molecular structure, C10H18Cl6MgO4, computed with ωB97M-V/def2-TZVPD.

XYZ file:
```
39
Properties=species:S:1:pos:R:3:forces:R:3:nbo_charge:R:1
Mg 0.495 2.235 1.109 -1.606 -0.098 2.138 1.82
C -3.014 2.009 2.696 -0.480 -0.554 -0.272 -0.73
C -1.917 2.946 3.033 -0.813 2.737 1.630 0.77
O -2.059 3.955 3.708 -1.948 0.050 0.764 -0.66
O -0.762 2.777 2.591 5.064 -2.400 -3.846 -1.00
H -3.717 2.545 2.057 -0.197 0.011 0.132 0.24
H -3.521 1.688 3.606 -0.085 0.071 -0.124 0.24
H -2.665 1.142 2.136 0.086 -0.049 0.124 0.20
C 0.323 -1.521 0.140 0.899 -0.197 -0.225 -0.73
C 0.466 -0.070 0.521 -0.917 -3.193 -0.426 0.79
O 1.402 0.403 1.109 6.233 0.727 2.788 -0.83
O -0.402 0.731 0.280 -5.754 2.417 -3.161 -0.85
H 0.685 -2.198 0.913 -0.594 0.193 0.405 0.24
H 1.085 -1.722 -0.613 -0.094 0.181 -0.498 0.23
H -0.658 -1.772 -0.264 0.144 0.094 0.294 0.24
Cl -3.877 3.787 -1.675 0.419 -0.762 0.187 -0.08
C -3.707 2.037 -2.155 -0.201 0.226 0.191 -0.36
C -3.895 1.019 -1.034 -0.308 0.412 -0.793 -0.41
Cl -5.503 1.167 -0.326 -0.327 0.206 0.636 -0.05
H -2.700 1.863 -2.534 -0.098 0.358 -0.293 0.21
H -4.475 1.965 -2.926 0.289 -0.447 0.019 0.22
H -3.084 1.093 -0.310 -0.317 -0.069 0.189 0.23
H -3.954 0.026 -1.480 0.621 0.044 -0.087 0.22
Cl 3.137 -4.851 3.085 -0.109 -0.123 0.862 -0.02
C 3.127 -4.298 1.439 0.739 1.479 -1.230 -0.42
C 3.409 -2.735 1.319 -0.048 -1.229 0.950 -0.37
Cl 5.072 -2.338 1.917 -0.465 -0.214 -0.423 -0.06
H 2.186 -4.599 0.980 -0.090 0.364 0.043 0.22
H 3.916 -4.845 0.922 0.009 0.154 -0.044 0.22
H 2.758 -2.181 1.995 -0.098 -0.102 -0.174 0.23
H 3.299 -2.342 0.308 0.133 -0.291 0.031 0.21
Cl 2.030 2.318 -2.620 0.094 0.467 -0.352 -0.06
C 1.674 0.622 -3.000 -0.888 -0.757 1.367 -0.39
C 2.857 -0.254 -2.602 -0.739 -0.266 -0.302 -0.42
Cl 4.072 -0.242 -3.857 0.961 0.338 -0.456 -0.03
H 1.207 0.466 -3.972 0.838 0.292 -0.294 0.24
H 0.845 0.419 -2.322 0.031 -0.294 0.223 0.22
H 2.624 -1.317 -2.541 -0.602 0.163 0.220 0.22
H 3.240 0.072 -1.635 0.217 0.058 -0.193 0.23
```
Positions in Å, forces in eV/Å.

Results
HOMO level   -8.521 eV
LUMO energy   -0.0619 Ha
Total charge   0
HOMO-LUMO gap   0.251 Ha
ΔE to the lowest compared entry with this formula, charge and spin   2.2845 eV
Molar mass   439.3 g/mol
2S+1   1